The following is a quantum chemistry calculation of a 3-piece molecular cluster, C2H12N2O2 overall at a distorted geometry, from the OMol25 dataset.

Geometry as XYZ:
```
18
Properties=species:S:1:pos:R:3:nbo_charge:R:1
O -5.836 2.923 2.823 -0.931
O 6.230 -3.237 1.013 -0.940
N -0.192 -0.209 -1.482 -0.655
N -1.393 1.209 0.130 -0.840
C -0.115 0.820 -0.422 -0.053
C 0.920 -1.150 -1.498 -0.414
H -1.746 0.514 0.775 0.353
H 0.669 -1.980 -2.150 0.199
H -5.336 2.121 2.633 0.465
H 0.262 1.729 -0.900 0.160
H -2.117 1.418 -0.541 0.358
H 1.005 -1.584 -0.507 0.190
H 1.867 -0.736 -1.852 0.164
H 0.520 0.456 0.381 0.183
H -0.369 0.183 -2.398 0.355
H 5.562 -3.190 0.312 0.470
H -5.856 3.359 1.963 0.466
H 5.925 -2.646 1.720 0.470
```

Summary:
* structure (SMILES): CNCN.O.O

---

The following is a quantum chemistry calculation of C21H17CoF3N6S2 as an isolated structure, from the OMol25 dataset.

Geometry as XYZ:
```
50
Properties=species:S:1:pos:R:3:lowdin_spin:R:1
Co -0.240 0.000 0.156 0.972
S -1.892 -1.425 1.721 0.036
S -2.224 1.207 -0.194 -0.004
F 0.552 -1.624 -2.035 -0.004
F -1.488 -0.924 -2.297 -0.004
F -1.067 -2.576 -0.968 -0.005
N -5.815 0.766 -0.797 0.002
N 2.951 0.355 -0.652 0.000
N 0.859 0.990 -1.527 0.029
N 0.438 1.366 1.529 -0.009
N 1.461 -1.105 0.481 0.003
N -5.397 -2.498 1.524 0.003
C 2.149 2.343 -3.599 -0.002
C 2.365 -3.040 1.586 0.000
C -3.388 -0.978 0.997 0.004
C 2.183 1.013 -1.600 0.002
C 0.675 2.697 1.280 -0.001
C -3.527 0.131 0.192 0.002
C 0.176 1.588 -2.504 0.001
C 2.703 -0.756 0.139 0.000
C 2.862 1.699 -2.613 0.001
C 0.775 -0.135 3.587 0.000
C 1.354 2.321 3.376 0.000
C 3.664 -2.648 1.276 -0.001
C 1.322 -2.245 1.170 -0.001
C 0.858 1.150 2.825 -0.001
C -4.505 -1.804 1.280 0.002
C 1.237 3.313 2.386 0.000
C 0.759 2.272 -3.549 0.001
C -4.793 0.472 -0.343 0.001
C 0.318 3.440 0.026 0.000
C -0.617 -1.310 -1.291 -0.025
C 3.821 -1.494 0.542 0.001
H 0.147 2.757 -4.297 0.000
H 1.499 4.361 2.470 0.000
H 1.116 3.405 -0.727 0.000
H 2.172 -3.942 2.149 0.000
H 3.933 0.521 -0.770 0.000
H 2.655 2.875 -4.394 0.000
H -0.595 3.051 -0.419 0.000
H 0.151 4.491 0.269 0.000
H 1.081 0.046 4.620 0.000
H 1.418 -0.919 3.177 0.000
H -0.904 1.518 -2.417 0.000
H 1.747 2.432 4.378 0.000
H 3.948 1.694 -2.624 0.000
H -0.242 -0.521 3.596 0.000
H 4.809 -1.162 0.243 0.000
H 4.519 -3.239 1.575 0.000
H 0.297 -2.530 1.383 0.000
```

Summary:
* 2S+1: 2
* net charge: -2
* <S²>: 0.762

---

The following is a quantum chemistry calculation of C34H34N3O3PSTi as an isolated structure at a distorted geometry, from the OMol25 dataset.

Geometry as XYZ:
```
77
Properties=species:S:1:pos:R:3:lowdin_spin:R:1
Ti 0.315 0.817 0.551 1.750
S -0.224 -1.320 3.076 0.006
P -0.205 -1.682 -0.387 0.056
O -0.744 -1.318 4.398 0.000
O 1.199 -1.571 2.983 0.003
O -0.533 -0.100 2.286 0.032
N 2.538 1.288 0.318 0.014
N -1.958 1.604 0.024 0.010
N 0.325 2.867 0.556 0.006
C -0.839 3.519 0.977 0.004
C 1.262 -2.692 -0.894 0.008
C -1.690 -5.148 1.088 0.000
C -1.156 -4.133 0.285 0.000
C -3.237 -1.915 -3.824 0.000
C -1.544 -3.712 2.983 0.001
C -0.838 4.712 1.691 0.001
C -0.872 -2.887 0.841 0.005
C -3.216 4.521 2.105 0.001
C 1.617 4.865 -0.097 0.000
C 2.726 -4.222 -2.056 0.001
C 2.777 5.408 -0.619 0.000
C 3.365 -3.427 0.138 0.001
C -1.911 -1.630 -4.092 0.000
C -3.212 3.375 1.308 0.000
C -2.701 -2.213 -1.512 0.000
C 3.379 0.459 -0.589 0.016
C 3.038 1.106 1.736 0.008
C 3.821 3.234 -0.640 0.001
C -2.035 1.926 -1.439 0.016
C 1.562 -3.482 -2.025 0.001
C 3.883 4.609 -0.912 0.000
C -1.000 -2.696 2.216 0.001
C 2.202 -2.658 0.166 0.005
C -0.972 -1.600 -3.080 0.002
C -1.951 -4.944 2.454 0.000
C 1.527 3.509 0.242 0.007
C -2.050 2.843 0.787 0.003
C -3.029 0.715 0.383 0.004
C -2.008 5.223 2.245 0.000
C -1.391 -1.847 -1.770 0.006
C -3.643 -2.256 -2.531 0.000
C 3.644 -4.195 -0.996 0.000
C 2.666 2.712 -0.017 0.004
H -3.965 1.097 -0.029 0.001
H 4.056 -3.365 0.952 0.000
H 2.927 -0.571 -0.599 0.005
H 3.327 0.948 -1.579 0.001
H -1.966 6.135 2.822 0.000
H -2.884 -0.313 0.005 0.001
H 2.926 -4.831 -2.963 0.000
H -1.641 -3.582 4.048 0.000
H -4.136 4.938 2.457 0.000
H -1.162 2.528 -1.760 0.005
H 0.838 -3.520 -2.844 0.000
H 4.422 0.425 -0.302 0.001
H 0.068 -1.350 -3.270 0.001
H -1.918 -6.128 0.694 0.000
H -1.048 -4.327 -0.791 0.000
H 3.046 0.051 2.027 0.001
H -3.028 0.634 1.489 0.000
H 2.851 6.482 -0.836 0.000
H 4.672 2.649 -0.876 0.000
H -4.676 -2.487 -2.312 0.000
H 4.667 5.104 -1.449 0.000
H -3.920 -1.866 -4.663 0.000
H 1.980 -2.086 1.079 0.002
H -2.305 -5.667 3.164 0.000
H 4.050 1.512 1.815 0.000
H -4.134 2.838 1.204 0.000
H 4.570 -4.725 -1.019 0.000
H -2.995 -2.465 -0.527 0.000
H 0.716 5.439 -0.005 0.000
H -2.011 0.973 -1.976 0.003
H -3.012 2.404 -1.619 0.001
H 0.061 5.210 1.974 0.000
H -1.641 -1.349 -5.111 0.000
H 2.381 1.601 2.441 0.003
```

Summary:
* 2S+1: 3
* <S²>: 2.004

---

The following is a quantum chemistry calculation of a 2-piece molecular cluster, C4H14NOSi overall at a distorted geometry, from the OMol25 dataset.

Geometry as XYZ:
```
21
Properties=species:S:1:pos:R:3:nbo_charge:R:1
Si 0.292 2.549 -0.050 1.613
O -1.013 2.383 0.793 -0.886
N 0.302 0.038 -0.201 -0.816
C 1.001 -1.167 0.325 -0.203
C 0.357 -2.203 -1.889 -0.599
C -1.508 2.374 2.046 -0.250
C 0.485 -2.368 -0.410 -0.435
H 1.130 -3.183 -0.228 0.235
H 1.611 2.538 0.466 -0.146
H 0.796 -1.058 1.395 0.216
H 1.947 -1.048 0.008 0.195
H -0.501 -2.636 -0.037 0.204
H -1.737 3.369 2.305 0.201
H -0.482 2.935 -1.272 -0.104
H -0.908 1.838 2.710 0.187
H -0.359 -2.942 -2.292 0.248
H -2.491 2.095 2.069 0.206
H -0.094 -1.174 -2.113 0.164
H 0.397 0.091 -1.189 0.374
H -0.597 -0.241 -0.039 0.373
H 1.370 -2.190 -2.399 0.221
```

Summary:
* net charge: +1

---

What did we get for ΔE to the lowest compared entry with this formula, charge and spin? Answer: 25.1, 9.3, 3.2, 63.0 kcal per mole, in the order shown.